DFT (ωB97M-V/def2-TZVPD) results for a 13-piece molecular cluster, H26O13 overall in a non-equilibrium geometry.

```
39
H26O13 | the OMol25 dataset | ωB97M-V/def2-TZVPD
O 1.69 1.60 1.32
O -0.22 -0.82 0.38
O 3.82 -0.27 -1.92
O 1.32 -0.93 -1.93
O -2.02 -0.95 -2.46
O -1.86 2.77 0.90
O -2.68 0.09 0.05
O -0.16 -4.00 0.37
O -1.74 -1.32 3.56
O -0.52 0.99 2.69
O 0.44 1.95 -1.14
O 2.64 -1.68 1.33
O -0.28 0.97 -3.50
H 0.28 0.85 2.07
H -1.40 2.29 1.58
H 1.03 -1.71 -2.36
H -0.08 1.34 3.46
H 1.95 2.40 1.35
H 1.79 -1.33 1.13
H 1.74 1.62 0.27
H -0.43 2.41 -1.11
H -1.58 3.64 0.95
H 0.29 -3.29 0.69
H 1.10 2.53 -1.53
H 0.90 -0.25 -2.35
H -0.91 0.32 -3.29
H 3.75 0.22 -2.73
H -1.57 -0.46 3.15
H 0.20 -4.56 1.02
H -3.40 -0.11 0.70
H 2.62 -2.28 2.00
H -2.85 -0.56 -3.00
H -2.44 0.96 0.10
H -2.34 -0.93 -1.59
H 0.44 -0.51 -0.45
H 3.00 -0.76 -1.75
H -1.06 -0.38 0.28
H -0.16 1.45 -2.61
H -1.30 -1.29 4.36
```

Calculated values
calculated total energy: -27037.92486 eV
frontier orbital gap: 10.144 eV
charge: 0

Computed Löwdin charges, given in elementary charges: 0.00 -0.11 -0.08 0.01 -0.08 -0.01 -0.01 0.01 -0.04 -0.10 -0.04 0.02 -0.08 0.05 0.01 0.09 0.06 -0.07 -0.02 0.11 0.09 0.01 -0.06 0.09 -0.04 -0.04 0.01 -0.01 0.01 0.13 -0.02 0.14 -0.03 -0.03 0.10 -0.02 -0.05 0.01 -0.03

=====

DFT (ωB97M-V/def2-TZVPD) results for a 13-piece molecular cluster, H26O13 overall in a non-equilibrium geometry.

```
39
H26O13 | the OMol25 dataset | ωB97M-V/def2-TZVPD
O -11.09 -13.12 -27.19
O -15.07 -9.17 -26.30
O -16.94 -10.44 -24.34
O -13.78 -14.95 -24.06
O -12.06 -12.83 -24.03
O -15.84 -13.23 -24.64
O -13.13 -9.85 -28.22
O -12.29 -15.47 -26.42
O -13.39 -10.42 -24.78
O -12.62 -12.78 -29.52
O -15.33 -11.77 -29.29
O -14.30 -13.00 -26.95
O -14.90 -16.06 -26.82
H -10.22 -13.24 -27.61
H -13.81 -15.45 -23.23
H -15.50 -12.87 -25.48
H -14.33 -15.47 -24.68
H -13.15 -12.01 -29.26
H -12.12 -15.75 -25.51
H -12.15 -13.01 -28.71
H -12.81 -13.47 -24.16
H -15.05 -13.58 -24.19
H -13.36 -9.55 -29.10
H -12.78 -11.16 -24.89
H -15.88 -9.70 -26.29
H -13.93 -15.94 -26.88
H -12.08 -12.60 -23.10
H -13.86 -12.52 -27.67
H -13.83 -13.85 -26.91
H -15.18 -10.95 -29.77
H -14.66 -9.36 -25.44
H -16.05 -11.56 -28.68
H -11.67 -14.72 -26.54
H -16.23 -10.99 -23.97
H -13.70 -10.49 -23.87
H -10.90 -12.69 -26.35
H -13.90 -9.59 -27.65
H -17.75 -10.89 -24.09
H -15.26 -15.63 -27.60
```

Calculated values
calculated total energy: -27040.59896 eV
frontier orbital gap: 10.305 eV
charge: 0

Computed Löwdin charges, given in elementary charges: -0.04 -0.08 -0.06 -0.07 -0.07 -0.08 -0.08 -0.06 -0.05 -0.07 -0.05 -0.05 -0.07 0.09 0.09 0.01 0.07 -0.02 0.06 -0.02 0.02 -0.01 0.03 0.03 0.03 -0.01 0.06 0.01 0.01 0.05 0.01 0.05 0.02 0.01 0.05 0.07 0.01 0.05 0.05

=====

DFT (ωB97M-V/def2-TZVPD) results for a 13-piece molecular cluster, H26O13 overall in a non-equilibrium geometry.

```
39
H26O13 | the OMol25 dataset | ωB97M-V/def2-TZVPD
O 1.78 -1.19 1.07
O 0.64 0.09 -0.81
O -1.44 -2.13 -0.68
O -4.64 -1.69 -1.35
O 0.74 -2.07 -2.38
O -0.32 2.56 2.91
O 4.78 1.56 -0.50
O -3.53 -1.24 1.57
O 3.37 -2.98 0.08
O 1.54 -1.20 3.15
O -2.53 2.25 0.46
O 1.91 1.86 -1.71
O -0.99 4.59 -1.28
H 3.61 -2.59 -0.77
H -2.08 1.47 0.13
H -0.80 2.57 2.07
H 0.92 -0.96 1.44
H -0.25 0.45 -0.89
H 5.60 1.91 -0.87
H 2.41 -2.96 0.08
H -0.73 5.47 -1.55
H -1.39 4.20 -2.07
H -4.09 -0.91 -1.36
H 4.61 2.12 0.26
H -3.43 -0.29 1.65
H 0.55 -0.61 -0.15
H 1.91 1.48 -2.59
H -4.02 -2.42 -1.25
H -4.41 -1.36 1.20
H -1.00 2.72 3.57
H 2.06 1.11 -1.13
H 2.41 -0.79 1.69
H 2.06 -1.57 3.87
H -0.18 -2.29 -2.59
H 0.94 -1.92 2.90
H -1.82 -2.95 -1.01
H -1.99 -1.44 -1.07
H -3.46 2.02 0.43
H 1.22 -2.89 -2.54
```

Calculated values
calculated total energy: -27036.34639 eV
frontier orbital gap: 8.787 eV
charge: 0

Computed Löwdin charges, given in elementary charges: -0.11 -0.08 -0.04 -0.04 -0.06 -0.06 -0.06 -0.05 -0.07 -0.07 -0.03 -0.09 -0.06 0.03 0.02 0.00 0.04 0.04 0.03 0.01 0.03 0.03 0.03 0.04 0.02 0.00 0.03 0.03 0.03 0.03 0.00 0.07 0.07 0.02 0.07 0.05 0.02 0.04 0.04

=====

DFT (ωB97M-V/def2-TZVPD) results for a 13-piece molecular cluster, H26O13 overall.

```
39
H26O13 | the OMol25 dataset | ωB97M-V/def2-TZVPD
O 2.33 -4.32 -4.07
O -3.34 -1.83 -3.56
O -0.41 -0.18 0.41
O 0.67 5.31 1.07
O 0.52 -0.41 -5.61
O -4.69 2.27 -2.36
O 3.70 -1.28 -0.34
O 3.47 -5.21 1.92
O 1.57 3.34 -3.01
O -3.84 5.26 1.17
O -0.93 -4.40 3.85
O 2.18 -0.22 6.18
O -1.50 1.53 4.24
H -4.73 1.32 -2.36
H -1.38 1.11 3.39
H -3.52 -2.04 -4.48
H -0.39 0.41 -0.35
H -3.04 5.71 1.45
H -3.54 4.58 0.57
H -1.47 -4.09 4.58
H 0.73 4.76 1.85
H -3.52 -2.65 -3.09
H 1.14 6.11 1.31
H 0.44 -0.63 0.38
H -1.37 -4.05 3.07
H -2.28 1.11 4.60
H 4.15 -1.92 0.21
H -4.87 2.52 -3.27
H 4.40 -0.72 -0.67
H 2.51 -3.63 -3.43
H 2.50 3.32 -3.22
H 1.92 -3.87 -4.80
H -0.30 -0.38 -5.12
H 1.11 0.17 -5.13
H 1.59 0.16 5.53
H 1.75 -1.03 6.46
H 1.48 4.01 -2.34
H 4.23 -5.22 2.50
H 2.75 -4.91 2.47
```

Calculated values
calculated total energy: -27038.80757 eV
frontier orbital gap: 11.151 eV
charge: 0

Computed Löwdin charges, given in elementary charges: -0.05 -0.05 -0.05 -0.05 -0.05 -0.05 -0.05 -0.05 -0.05 -0.05 -0.05 -0.05 -0.05 0.02 0.02 0.03 0.03 0.02 0.03 0.03 0.03 0.03 0.03 0.02 0.03 0.03 0.03 0.03 0.03 0.02 0.03 0.03 0.03 0.03 0.02 0.03 0.03 0.03 0.03

=====

DFT (ωB97M-V/def2-TZVPD) results for a 13-piece molecular cluster, H26O13 overall in a non-equilibrium geometry.

```
39
H26O13 | the OMol25 dataset | ωB97M-V/def2-TZVPD
O 3.27 -2.98 -0.28
O -3.05 3.36 0.40
O -4.21 -3.15 -0.34
O 2.66 -3.17 2.97
O 4.45 -0.57 -1.88
O 0.17 4.29 0.25
O -2.72 -1.84 -3.05
O -1.03 -0.57 3.00
O -0.16 0.84 -2.57
O 2.74 2.71 -0.46
O -3.79 -0.18 1.39
O 1.25 1.39 1.94
O 0.75 0.12 -0.99
H -5.01 -2.82 -0.76
H -2.13 3.12 0.23
H 0.38 1.18 2.29
H 0.27 3.34 0.16
H 3.40 -3.03 -1.24
H -3.63 -2.06 -3.29
H -3.50 -2.82 -0.91
H -0.31 -0.10 3.44
H 0.42 0.61 -3.31
H -3.55 2.75 -0.14
H 3.48 3.30 -0.61
H 2.31 3.07 0.33
H 1.16 -0.62 -1.44
H -2.54 -2.41 -2.29
H -0.63 0.02 -2.39
H -4.49 -0.18 2.05
H -0.64 -0.83 2.15
H 1.98 -2.67 2.50
H 4.79 -0.09 -2.64
H 0.12 -0.29 -0.39
H 2.81 -2.15 -0.14
H 0.93 4.56 0.77
H -3.81 0.71 1.02
H 2.50 -2.97 3.90
H 1.84 0.78 2.41
H 3.50 -0.66 -2.07
```

Calculated values
calculated total energy: -27035.92885 eV
frontier orbital gap: 8.556 eV
charge: 0

Computed Löwdin charges, given in elementary charges: -0.05 -0.05 -0.04 -0.05 -0.05 -0.04 -0.04 -0.04 -0.09 -0.05 -0.05 -0.04 -0.09 0.04 0.01 0.01 0.01 0.03 0.05 -0.01 0.02 0.05 0.03 0.04 -0.01 0.04 0.01 0.03 0.04 0.03 0.01 0.04 0.05 0.01 0.04 0.01 0.03 0.05 0.01

=====

DFT (ωB97M-V/def2-TZVPD) results for a 13-piece molecular cluster, H26O13 overall in a non-equilibrium geometry.

```
39
H26O13 | the OMol25 dataset | ωB97M-V/def2-TZVPD
O -0.20 2.72 1.62
O -0.97 -0.52 -3.19
O 3.09 2.23 0.72
O 1.33 -2.21 -2.43
O -0.08 -2.67 0.41
O -0.43 -2.18 3.30
O -1.53 0.55 2.80
O -2.32 1.77 -0.53
O -0.42 -0.07 -0.01
O 1.57 0.13 1.89
O -0.54 2.34 -2.95
O 1.54 0.80 -1.32
O -2.03 -2.43 -1.58
H -0.02 0.13 0.84
H -0.57 -1.05 -3.91
H -1.35 0.00 3.54
H -2.46 -3.19 -1.84
H 1.92 -0.74 2.08
H -0.47 1.40 -2.90
H 0.12 -2.77 3.81
H 1.52 1.72 -1.13
H 2.54 1.48 1.00
H 2.15 0.41 -0.71
H 0.84 -1.48 -2.65
H -0.07 2.64 -2.12
H 0.04 -1.73 0.17
H -1.96 2.59 -0.89
H 0.74 -3.11 0.31
H -1.41 -2.69 -0.88
H 0.34 0.21 -0.61
H -1.65 1.29 -0.04
H 1.19 0.34 2.72
H 2.17 -2.16 -2.87
H 2.48 2.94 0.80
H -1.48 -1.13 -2.70
H -0.08 -2.22 2.41
H -2.05 1.30 3.11
H -0.81 3.45 1.72
H -0.67 1.95 1.98
```

Calculated values
calculated total energy: -27040.03514 eV
frontier orbital gap: 9.628 eV
charge: 0

Computed Löwdin charges, given in elementary charges: -0.05 -0.04 -0.04 -0.01 -0.04 -0.03 -0.02 -0.07 -0.09 -0.01 -0.05 0.01 -0.01 0.00 0.07 0.02 0.02 0.07 -0.04 0.04 0.04 -0.01 0.06 -0.05 0.04 0.00 0.02 0.04 0.02 0.00 -0.04 0.05 0.04 0.01 -0.02 -0.02 0.07 0.05 -0.02

=====

no.,HOMO level (Eh),E_LUMO (eV)
1,-0.3875,-0.400
2,-0.3873,-0.234
3,-0.3435,-0.562
4,-0.4109,-0.029
5,-0.3323,-0.485
6,-0.3637,-0.269